[1]
Formula: C23H22BMoN17O2S
Source: the Open Molecules 2025 dataset
Level of theory: wB97M-V/def2-TZVPD

Geometry as XYZ:
```
67
Properties=species:S:1:pos:R:3:forces:R:3
Mo -0.4345 -1.1779 0.4729 0.09 0.03 0.06
C -1.5613 0.4062 4.3585 -0.03 -0.01 0.00
C -1.8771 -0.0762 3.0931 0.05 0.02 0.05
N -0.7745 -0.5264 2.4943 -0.09 -0.01 -0.09
N 0.2534 -0.3485 3.3471 -0.02 0.05 0.12
C -0.1971 0.2114 4.4751 -0.01 -0.01 -0.06
B 1.6776 -0.7816 2.9674 -0.01 0.01 -0.01
N 2.1442 -0.0338 1.7067 0.08 0.06 0.01
C 3.2498 0.6820 1.4904 -0.05 -0.02 -0.04
C 3.3416 0.9590 0.1380 0.00 0.00 0.00
C 2.2215 0.3572 -0.4245 0.07 0.02 0.06
N 1.5055 -0.2329 0.5350 -0.03 -0.04 -0.01
N 1.6388 -2.2626 2.5337 0.04 -0.06 0.05
C 2.3497 -3.3086 2.9689 0.00 0.03 -0.04
C 2.1119 -4.3820 2.1315 -0.02 -0.05 0.01
C 1.2135 -3.8975 1.1865 0.05 0.03 0.00
N 0.9405 -2.6164 1.4362 -0.08 -0.02 0.02
H -2.2287 0.8323 5.0859 0.01 -0.01 -0.01
H -2.8289 -0.1309 2.5909 0.01 0.00 0.00
H 0.4815 0.4305 5.2818 0.00 0.00 -0.01
H 2.4303 -0.6125 3.8792 0.01 0.00 0.01
H 3.8987 0.9374 2.3111 -0.01 0.00 0.00
H 4.1082 1.5171 -0.3696 -0.01 -0.01 0.00
H 1.8928 0.3021 -1.4479 -0.01 0.00 0.00
H 2.9782 -3.2133 3.8384 -0.01 0.00 -0.01
H 2.5213 -5.3740 2.1987 -0.01 0.01 0.00
H 0.7649 -4.4071 0.3509 0.00 0.00 0.00
C 2.5897 4.8133 -4.2377 0.00 0.00 0.00
C 1.8024 4.2003 -3.1127 0.00 0.01 0.01
C 1.1354 2.9926 -3.2827 0.00 0.01 0.02
C 0.4364 2.4059 -2.2360 -0.02 0.01 -0.03
C 0.4087 3.0389 -1.0057 -0.02 -0.05 0.05
C 1.0590 4.2511 -0.8119 0.03 0.03 0.02
C 1.7498 4.8228 -1.8640 -0.01 -0.03 -0.02
S -0.4739 2.3751 0.3746 0.02 0.01 0.01
O -1.6574 3.1729 0.5508 -0.01 -0.02 -0.01
O 0.4299 2.2545 1.4810 0.05 -0.01 -0.05
N -0.9168 0.8727 -0.1036 0.08 0.06 -0.03
C -2.2087 0.6291 -0.4929 -0.11 -0.10 0.07
C -3.1729 1.4287 -1.1079 -0.07 -0.03 -0.05
C -4.3834 0.8355 -1.3948 0.06 0.05 0.01
C -4.6213 -0.5053 -1.0832 -0.04 -0.05 0.00
C -3.6193 -1.2335 -0.4907 -0.01 -0.06 -0.03
N -2.4456 -0.6590 -0.2006 0.01 0.16 0.02
H 2.2179 4.4831 -5.2068 0.00 0.00 0.01
H 3.6409 4.5245 -4.1693 0.00 0.01 -0.01
H 2.5448 5.9017 -4.2032 0.00 0.00 0.00
H 1.1660 2.4900 -4.2423 0.00 0.01 0.00
H -0.0460 1.4473 -2.3772 0.00 0.01 0.00
H 1.0237 4.7359 0.1558 0.01 -0.01 -0.01
H 2.2592 5.7677 -1.7166 0.00 0.00 -0.01
H -2.9700 2.4632 -1.3304 0.00 0.00 0.00
H -5.1602 1.4196 -1.8713 0.01 0.00 0.00
H -5.5701 -0.9713 -1.3038 0.01 -0.01 0.01
H -3.7374 -2.2758 -0.2276 0.00 0.01 0.01
N -1.0756 -4.0566 -1.5090 0.04 -0.09 -0.01
C -1.6852 -3.9697 -0.2828 -0.09 0.06 0.18
N -2.4971 -4.8791 0.2121 -0.04 -0.06 -0.11
N -2.8391 -4.4085 1.4300 0.06 0.03 0.05
N -2.2668 -3.2895 1.6723 -0.06 0.01 0.00
N -1.5106 -2.9688 0.5879 0.10 -0.05 -0.11
C -0.4818 -2.9816 -2.1271 0.07 0.19 -0.02
N -0.2058 -2.9305 -3.4114 -0.13 -0.09 -0.04
N 0.3379 -1.7136 -3.5935 0.17 0.02 0.07
N 0.4068 -1.0710 -2.4886 -0.12 0.05 -0.10
N -0.1104 -1.8554 -1.5023 -0.02 -0.08 -0.02
H -1.3750 -4.8102 -2.1071 -0.01 0.01 -0.01
```
Positions in Å, forces in eV/Å.

LUMO energy (spin up / spin down), eV: -0.19 / -1.27
Net charge: 0
2S+1: 3



[2]
Formula: C23H22BrMnN4O4
Source: the Open Molecules 2025 dataset
Level of theory: wB97M-V/def2-TZVPD

Geometry as XYZ:
```
55
Properties=species:S:1:pos:R:3:forces:R:3
Mn 0.3048 -0.4474 -0.5601 0.80 -0.28 -0.06
O 5.2221 0.3203 -1.6492 -0.13 0.06 0.17
C 5.1283 0.5176 -0.3002 0.00 -0.07 -0.31
C 6.3131 0.3966 0.4080 0.13 0.00 0.15
C 6.3138 0.5544 1.7796 0.06 -0.01 0.01
C 5.1345 0.8301 2.4697 0.05 -0.01 -0.03
C 3.9595 0.9587 1.7640 -0.08 0.01 -0.08
C 3.9401 0.8221 0.3690 0.05 0.03 0.16
C 2.6902 0.9853 -0.4129 -0.14 -0.03 -0.07
O 2.0542 -0.2915 -0.6709 -0.08 0.14 0.13
N 1.6857 1.7800 0.2901 -0.01 -0.12 0.20
N 0.4206 1.4809 -0.1458 -0.09 0.02 -0.06
C -0.5603 2.3091 -0.0768 -0.18 0.19 -0.08
C -1.9066 1.9219 -0.3825 0.23 -0.10 0.02
Br -2.0763 0.0269 -0.7686 -0.51 0.04 -0.01
C -3.0405 2.6393 -0.3655 -0.06 0.27 0.04
C -3.1335 4.0847 -0.2231 -0.02 -0.19 -0.07
C -4.2254 4.5966 0.4850 -0.07 0.05 0.06
C -4.3463 5.9600 0.6782 -0.01 -0.04 0.01
C -3.4062 6.8220 0.1283 0.00 0.04 -0.01
C -2.3489 6.3267 -0.6266 0.00 -0.05 -0.01
C -2.2087 4.9622 -0.8043 0.04 0.03 0.02
H 4.3608 0.2441 -2.0706 0.07 -0.01 0.02
H 7.2196 0.1708 -0.1370 -0.01 0.00 0.01
H 7.2449 0.4557 2.3217 -0.01 0.00 0.00
H 5.1423 0.9490 3.5436 0.00 0.00 0.00
H 3.0412 1.1841 2.2914 0.00 -0.01 -0.03
H 2.9014 1.4253 -1.3937 -0.08 0.01 -0.09
H 1.8778 2.7695 0.4043 0.07 0.01 -0.06
H -0.3907 3.3280 0.2611 -0.05 0.05 0.00
H -3.9790 2.0976 -0.4410 -0.01 0.03 -0.01
H -4.9656 3.9227 0.8988 0.00 0.00 0.00
H -5.1808 6.3530 1.2420 0.00 0.00 0.00
H -3.5167 7.8899 0.2615 0.01 0.00 0.00
H -1.6535 7.0081 -1.0972 0.00 0.00 0.00
H -1.4358 4.5849 -1.4631 0.03 -0.02 0.03
O -5.0816 -5.0093 0.9616 0.01 -0.19 0.00
C -4.0749 -5.9233 0.5888 -0.03 0.34 0.01
N -2.9688 -5.0488 0.2119 -0.15 -0.11 0.06
C -1.8009 -5.5600 -0.1908 0.27 -0.10 -0.09
O -1.5783 -6.7507 -0.2713 -0.08 0.07 0.03
C -0.6810 -4.5991 -0.5638 -0.08 -0.10 0.02
C 0.4820 -5.1766 -1.0685 0.03 -0.05 -0.02
C 1.5574 -4.3774 -1.4102 0.04 -0.04 -0.01
C 1.4568 -3.0152 -1.2417 -0.16 0.00 0.04
N 0.3320 -2.4448 -0.7586 0.00 0.04 -0.05
C -0.7175 -3.2334 -0.4222 0.09 0.12 0.01
H -5.8738 -5.4943 1.2183 0.03 0.04 -0.01
H -4.3637 -6.5403 -0.2635 -0.01 -0.02 -0.04
H -3.7637 -6.5680 1.4118 0.02 -0.02 0.04
H -3.1781 -4.0663 0.2373 -0.01 -0.02 -0.01
H 0.5089 -6.2545 -1.1704 -0.01 0.00 0.00
H 2.4746 -4.7977 -1.7971 -0.01 -0.01 0.00
H 2.2720 -2.3481 -1.4744 0.02 0.00 0.00
H -1.5815 -2.7313 -0.0047 0.03 0.02 -0.02
```
Positions in Å, forces in eV/Å.

LUMO energy (spin up / spin down), eV: -8.35 / -7.87
Net charge: +2
2S+1: 5



[3]
Formula: C23H22CaCl4F2N4O3S
Source: the Open Molecules 2025 dataset
Level of theory: wB97M-V/def2-TZVPD

Geometry as XYZ:
```
60
Properties=species:S:1:pos:R:3:forces:R:3
Ca -0.0058 -0.7525 1.3143 -0.20 -0.17 -0.04
F -4.9345 -1.9386 -1.7048 0.01 0.00 0.00
C -4.1339 -0.8842 -1.8997 -0.02 0.00 0.03
C -3.3767 -0.4287 -0.8606 -0.03 0.00 -0.04
C -2.5712 0.6772 -1.1773 0.04 0.02 0.02
C -2.5418 1.2853 -2.4501 0.03 0.03 -0.02
C -3.3555 0.7437 -3.4531 -0.04 -0.02 -0.02
F -3.3296 1.3076 -4.6685 0.01 0.01 0.01
C -4.1508 -0.3304 -3.2016 0.02 0.02 0.00
C -1.6025 2.3371 -2.3845 -0.03 -0.04 -0.01
C -1.0857 3.3054 -3.2543 0.00 0.01 0.00
C -0.1434 4.1829 -2.7870 -0.01 -0.02 0.01
C 0.2932 4.1220 -1.4449 0.02 0.03 0.01
C -0.2037 3.1825 -0.5949 0.00 0.05 -0.06
N -1.1218 2.3140 -1.0984 0.03 0.00 0.04
H -3.3829 -0.8889 0.1199 0.00 0.00 -0.01
H -4.7847 -0.7552 -3.9657 0.00 0.00 0.00
H -1.4458 3.3363 -4.2720 0.00 0.00 0.00
H 0.2667 4.9358 -3.4447 0.00 0.00 -0.01
H 1.0229 4.8259 -1.0729 0.00 -0.01 0.01
H 0.0426 3.0517 0.4475 -0.02 -0.03 0.01
N -0.3662 -2.3046 -0.7174 0.01 0.02 0.13
C -0.3661 -1.8246 -2.1070 0.03 0.01 0.01
C 0.9629 -2.0756 -2.7990 0.00 0.01 0.01
C 2.1819 -1.4393 -2.1305 -0.01 -0.01 -0.01
C 2.0730 0.0695 -1.9003 -0.01 -0.01 -0.01
N 1.6221 0.3652 -0.5298 -0.03 0.02 0.06
H 0.1656 -3.1667 -0.6414 -0.01 -0.01 -0.03
H -1.3076 -2.5263 -0.4043 0.00 -0.01 0.00
H -0.5680 -0.7500 -2.0989 -0.01 0.00 0.00
H -1.1639 -2.2930 -2.6920 0.00 0.00 -0.01
H 0.8779 -1.6990 -3.8228 0.01 0.00 0.00
H 1.1254 -3.1552 -2.8815 -0.01 0.00 -0.01
H 3.0506 -1.6411 -2.7597 0.00 -0.01 0.00
H 2.3905 -1.9212 -1.1710 0.01 0.01 0.00
H 1.3619 0.5123 -2.6070 0.00 -0.01 -0.01
H 3.0439 0.5332 -2.1003 0.00 0.01 0.01
H 1.6951 1.3629 -0.3580 0.01 0.00 -0.01
H 2.2841 -0.0687 0.1208 0.02 0.00 -0.02
Cl 1.5451 1.2414 2.6840 0.02 0.04 0.02
C 2.8302 0.4101 3.5517 0.08 -0.02 0.07
C 3.4228 1.1379 4.5682 -0.05 0.06 -0.01
C 4.4469 0.5704 5.3028 0.01 -0.07 -0.03
C 4.8553 -0.7191 5.0004 0.01 0.05 0.04
C 4.2419 -1.4237 3.9810 0.01 -0.02 0.00
Cl 4.8225 -3.0301 3.6740 -0.01 0.01 0.00
C 3.1913 -0.8985 3.2023 -0.06 -0.08 -0.11
S 2.4603 -1.8380 1.9209 0.10 0.09 0.05
H 3.0739 2.1396 4.7782 0.00 0.00 0.00
H 4.9188 1.1237 6.1024 0.00 0.00 0.00
H 5.6530 -1.1919 5.5560 0.00 -0.01 0.00
Cl -3.3883 -1.6928 5.2635 0.01 0.01 -0.02
C -3.4863 -1.8508 3.5137 -0.04 -0.02 0.03
Cl -4.7401 -0.7712 2.8392 0.01 0.01 0.00
C -2.1679 -1.5365 2.7927 0.06 0.07 0.00
O -2.0932 -1.9925 1.6165 0.06 -0.01 -0.05
O -1.2889 -0.8612 3.3492 0.00 -0.03 -0.03
H -3.7954 -2.8632 3.2811 0.00 0.00 0.00
O -1.3389 1.1239 0.8605 -0.02 0.04 -0.08
N -1.6814 1.3158 -0.3848 -0.02 0.00 0.08
```
Positions in Å, forces in eV/Å.

LUMO energy, eV: -0.68
Net charge: 0



[4]
Formula: C23H22ClCuF2O6PS
Source: the Open Molecules 2025 dataset
Level of theory: wB97M-V/def2-TZVPD

Geometry as XYZ:
```
57
Properties=species:S:1:pos:R:3:forces:R:3
C 0.4133 -1.1726 -1.6877 0.03 -0.50 0.37
C -0.7603 -2.1479 -1.7774 0.21 -0.08 -0.99
O -0.7218 -3.2170 -0.8546 0.63 1.05 0.86
P -1.1969 -3.0653 0.6878 -1.56 -1.51 0.24
O -2.3623 -3.9145 0.9133 -0.07 0.20 0.14
C -1.6304 -1.3561 1.1704 0.37 0.02 -0.12
C -3.1540 -1.1447 1.1364 -0.09 0.51 -0.13
C -3.5552 0.3388 0.8626 0.46 -0.24 0.34
C -2.9855 0.8097 -0.4203 -0.37 0.36 -0.21
C -3.5754 0.3742 -1.6264 0.05 -0.03 -0.26
C -3.0792 0.7418 -2.8483 0.26 -0.45 0.15
C -1.9435 1.5792 -2.9338 0.25 0.12 -0.27
S -1.3173 2.0507 -4.4665 0.72 0.25 0.22
C -1.3278 2.0366 -1.7389 -0.35 0.10 0.67
C -1.8473 1.6565 -0.5132 0.08 -0.02 -0.23
C -1.1713 2.2170 0.7136 0.13 0.04 -0.16
O -1.7757 2.6408 1.6510 -0.14 -0.02 0.33
C 0.3287 2.3053 0.6225 -0.40 -0.11 -0.27
C 1.1436 2.0438 1.7148 -0.20 0.18 -0.24
F 0.5940 1.6979 2.8620 0.11 -0.06 0.17
C 2.5396 2.1423 1.6157 -0.13 -0.04 0.20
C 3.3838 1.8618 2.8428 0.13 -0.89 -0.38
C 4.7903 2.3823 2.7057 -0.19 0.80 0.67
O 5.1626 3.3993 3.1594 0.26 -0.03 -0.15
F 5.5882 1.5781 1.9843 -0.12 -0.26 -0.21
C 3.0660 2.5100 0.3545 0.32 -0.31 0.12
C 2.2462 2.7675 -0.7529 -0.36 0.23 -0.26
Cl 2.9617 3.2042 -2.2386 0.18 0.00 -0.01
C 0.8569 2.6688 -0.6187 0.28 -0.09 0.32
C -0.1175 2.9276 -1.7313 0.03 -0.20 0.09
O 0.0295 3.7875 -2.5471 0.05 0.18 -0.37
O 0.0106 -3.5305 1.6130 0.51 0.76 -0.87
C 1.3598 -3.2051 1.2562 0.72 -0.45 0.63
C 2.0011 -4.2281 0.3228 -0.32 0.33 -0.48
H 1.3183 -1.7704 -1.5566 0.10 0.06 0.14
H 0.2480 -0.4941 -0.8391 0.34 0.21 -0.16
H 0.5418 -0.6454 -2.6300 -0.15 0.33 0.03
H -0.6850 -2.6161 -2.7586 -0.12 -0.15 0.01
H -1.7162 -1.6230 -1.7740 -0.10 -0.01 0.29
H -1.2850 -1.2758 2.2013 0.09 -0.02 0.08
H -1.0832 -0.5896 0.6168 -0.01 -0.02 -0.10
H -3.5518 -1.3589 2.1223 -0.13 -0.30 -0.01
H -3.6453 -1.8087 0.4313 0.02 -0.12 -0.05
H -3.2009 0.9417 1.6880 -0.02 0.13 0.06
H -4.6404 0.4163 0.8520 -0.12 -0.07 -0.17
H -4.4351 -0.2797 -1.5876 -0.12 0.01 0.08
H -3.5257 0.3922 -3.7673 -0.17 -0.04 -0.02
H -1.1480 0.8200 -4.9970 -0.76 -0.06 -0.13
H 3.4296 0.7751 2.9663 0.05 -0.03 0.15
H 2.9251 2.2324 3.7525 -0.03 0.38 -0.02
H 4.1390 2.6041 0.2448 0.06 0.18 -0.08
H 1.9185 -3.2028 2.1891 -0.18 0.04 0.20
H 1.4489 -2.1739 0.8709 -0.27 0.13 -0.18
H 1.3138 -5.0547 0.1710 0.05 -0.19 0.15
H 2.1807 -3.8124 -0.6675 0.06 0.01 -0.08
H 2.9442 -4.5932 0.7126 0.04 -0.09 0.10
Cu 2.5542 0.3773 0.3256 -0.12 -0.21 -0.20
```
Positions in Å, forces in eV/Å.

LUMO energy (spin up / spin down), eV: -8.11 / -10.84
Net charge: +2
2S+1: 2



Computed values of E (unit: eV) for the preceding records, in sequence: -67004.88656 -139705.02356 -121113.21742 -119196.87456.